Here is a molecular structure, C3FLi5O9 from the Open Molecules 2025 dataset. Energies are from ωB97M-V with the def2-TZVPD basis set.

Its charge is -2. Its HOMO energy is -0.013 Eh. The LUMO energy comes out at 0.138 Eh.

Last column: natural (NBO) charge in e.
Cartesian coordinates (Å):
Li 0.07 -14.39 -17.73  0.94
Li -0.35 -10.09 -15.77  0.95
Li 0.89 -11.65 -17.48  0.88
Li 0.03 -9.65 -19.39  0.96
Li 3.71 -11.50 -17.37  0.96
C -1.60 -12.98 -16.69  0.91
O -0.77 -12.01 -16.31  -1.03
O -1.59 -13.23 -17.96  -0.97
O -1.82 -13.96 -15.90  -0.82
C 1.58 -9.08 -16.94  0.91
O 2.05 -9.98 -16.18  -0.90
O 0.48 -9.36 -17.57  -1.07
O 2.05 -7.89 -17.04  -0.86
C 2.04 -13.63 -15.92  0.96
O 2.44 -13.38 -14.75  -0.83
O 1.43 -14.75 -16.21  -0.95
O 2.42 -12.87 -16.92  -1.08
F 1.43 -11.32 -19.50  -0.96

---

Here is 5 unconnected molecules or ions with the total composition C48H101N5O11Si from the Open Molecules 2025 dataset. Energies are from ωB97M-V with the def2-TZVPD basis set.

Its HOMO energy is -0.314 Eh. The LUMO energy comes out at 0.025 Eh. Its SMILES is [H]/N=C(\C)C[Si@@](CCCCCCCCOC(C)=O)(CCCOC)Cc1ccccc1.COCCNCCOC.COCCNCCOC.COCCNCCOC.COCCNCCOC.

Last column: Löwdin charge in e.
Cartesian coordinates (Å):
H 1.15 -1.57 5.21  0.05
N 0.66 -0.68 5.14  0.13
C 1.36 0.25 5.66  -0.48
C 2.72 -0.01 6.28  -0.02
C 0.82 1.65 5.70  -0.18
Si 0.57 2.42 3.97  0.65
C -0.04 4.20 4.14  -0.24
C -0.36 4.69 5.56  -0.24
C 0.83 5.04 6.48  -0.21
C 2.12 5.52 5.81  -0.20
C 3.35 5.42 6.74  -0.20
C 4.66 5.10 6.02  -0.20
C 5.30 6.31 5.32  -0.15
C 4.90 6.55 3.86  -0.17
O 6.07 6.40 3.03  -0.02
C 5.98 5.64 1.91  -0.54
C 4.78 5.91 1.04  0.02
O 6.85 4.88 1.61  0.13
C 2.29 2.41 3.19  -0.22
C 2.82 1.06 2.68  -0.22
C 3.21 1.07 1.21  -0.24
O 2.13 1.33 0.34  -0.19
C 1.29 0.22 0.09  -0.10
C -0.68 1.37 3.06  -0.19
C -1.25 1.93 1.78  -0.28
C -0.56 2.87 1.00  -0.07
C -1.07 3.28 -0.23  -0.06
C -2.29 2.80 -0.69  -0.10
C -3.01 1.91 0.10  -0.08
C -2.48 1.48 1.32  -0.06
H 3.11 0.88 6.77  0.07
H 3.40 -0.31 5.49  0.08
H 2.61 -0.81 7.00  0.06
H -0.16 1.62 6.18  0.09
H 1.49 2.28 6.28  0.06
H -0.96 4.27 3.56  0.08
H 0.66 4.86 3.64  0.07
H -0.93 3.91 6.06  0.09
H -1.04 5.55 5.50  0.10
H 1.05 4.20 7.14  0.09
H 0.51 5.85 7.14  0.11
H 2.33 4.94 4.92  0.07
H 1.99 6.57 5.54  0.12
H 3.50 6.36 7.27  0.11
H 3.16 4.66 7.50  0.10
H 4.48 4.31 5.28  0.10
H 5.38 4.70 6.73  0.11
H 6.38 6.17 5.31  0.12
H 5.11 7.21 5.89  0.11
H 4.12 5.86 3.54  0.11
H 4.52 7.57 3.73  0.12
H 4.35 6.89 1.22  0.09
H 5.08 5.82 0.00  0.09
H 4.01 5.17 1.24  0.08
H 2.94 2.75 4.01  0.06
H 2.37 3.17 2.41  0.06
H 3.73 0.79 3.22  0.11
H 2.11 0.25 2.87  0.08
H 3.93 1.87 1.04  0.12
H 3.70 0.13 0.94  0.12
H 1.31 -0.50 0.91  0.09
H 0.27 0.56 -0.03  0.07
H 1.60 -0.28 -0.83  0.09
H -0.24 0.38 2.87  0.06
H -1.51 1.17 3.75  0.09
H 0.41 3.23 1.31  0.09
H -0.50 3.96 -0.84  0.10
H -2.66 3.09 -1.66  0.10
H -3.95 1.50 -0.24  0.10
H -3.02 0.74 1.90  0.11
C 0.99 -7.28 6.32  -0.12
O 1.11 -7.15 7.73  -0.19
C 2.26 -7.77 8.29  -0.22
C 3.24 -6.74 8.81  -0.22
N 3.86 -6.00 7.71  -0.05
C 4.67 -4.85 8.12  -0.20
C 3.99 -3.71 8.87  -0.22
O 3.08 -2.96 8.10  -0.20
C 1.77 -3.50 8.00  -0.10
H 0.00 -6.93 6.05  0.09
H 1.74 -6.68 5.78  0.08
H 1.10 -8.33 6.01  0.09
H 2.74 -8.42 7.56  0.12
H 1.93 -8.38 9.13  0.12
H 4.03 -7.25 9.37  0.12
H 2.70 -6.09 9.51  0.11
H 3.14 -5.68 7.08  0.07
H 5.12 -4.43 7.22  0.12
H 5.49 -5.22 8.74  0.12
H 4.78 -3.01 9.16  0.12
H 3.51 -4.05 9.80  0.11
H 1.49 -4.03 8.91  0.09
H 1.67 -4.18 7.14  0.08
H 1.08 -2.67 7.85  0.08
C -1.23 -0.65 -7.29  -0.12
O -0.05 -0.66 -6.52  -0.19
C 1.04 0.06 -7.08  -0.21
C 1.34 1.31 -6.27  -0.22
N 0.29 2.30 -6.41  -0.05
C 0.40 3.44 -5.51  -0.20
C 0.34 3.18 -4.01  -0.22
O -0.93 2.75 -3.55  -0.19
C -1.19 1.37 -3.68  -0.10
H -1.91 -1.37 -6.85  0.09
H -1.72 0.33 -7.30  0.08
H -1.03 -0.94 -8.33  0.08
H 0.84 0.32 -8.12  0.12
H 1.92 -0.59 -7.05  0.12
H 2.28 1.74 -6.64  0.12
H 1.51 0.99 -5.23  0.11
H -0.61 1.86 -6.27  0.07
H -0.40 4.14 -5.76  0.12
H 1.34 3.96 -5.72  0.12
H 0.53 4.13 -3.50  0.12
H 1.11 2.48 -3.68  0.11
H -0.27 0.78 -3.57  0.09
H -1.66 1.12 -4.63  0.08
H -1.88 1.09 -2.88  0.07
C -7.80 -1.93 -10.50  -0.12
O -6.74 -2.76 -10.10  -0.19
C -6.24 -3.63 -11.11  -0.22
C -4.84 -3.22 -11.54  -0.22
N -4.86 -1.96 -12.27  -0.05
C -3.54 -1.40 -12.56  -0.20
C -2.64 -1.03 -11.39  -0.23
O -3.09 0.07 -10.62  -0.18
C -4.03 -0.23 -9.61  -0.11
H -8.20 -1.46 -9.61  0.09
H -7.48 -1.14 -11.19  0.08
H -8.60 -2.51 -10.98  0.09
H -6.91 -3.65 -11.97  0.12
H -6.19 -4.64 -10.69  0.12
H -4.44 -4.00 -12.20  0.12
H -4.21 -3.20 -10.64  0.11
H -5.40 -1.28 -11.75  0.07
H -3.69 -0.50 -13.15  0.12
H -3.00 -2.11 -13.19  0.12
H -1.68 -0.72 -11.81  0.12
H -2.44 -1.89 -10.73  0.11
H -3.86 -1.23 -9.19  0.09
H -5.06 -0.18 -9.98  0.07
H -3.92 0.51 -8.83  0.08
C -5.85 -3.22 -0.52  -0.12
O -4.81 -4.16 -0.42  -0.19
C -4.44 -4.79 -1.64  -0.22
C -3.08 -4.35 -2.10  -0.22
N -3.08 -2.96 -2.53  -0.05
C -1.77 -2.39 -2.81  -0.19
C -0.75 -2.32 -1.68  -0.22
O -1.09 -1.41 -0.65  -0.20
C -1.93 -1.91 0.37  -0.08
H -6.14 -2.95 0.50  0.09
H -5.54 -2.30 -1.04  0.08
H -6.72 -3.63 -1.04  0.09
H -5.20 -4.59 -2.41  0.12
H -4.42 -5.87 -1.46  0.12
H -2.78 -4.98 -2.95  0.12
H -2.37 -4.55 -1.29  0.11
H -3.54 -2.40 -1.82  0.07
H -1.92 -1.38 -3.18  0.10
H -1.32 -2.96 -3.64  0.12
H 0.18 -1.95 -2.11  0.12
H -0.53 -3.31 -1.25  0.11
H -1.71 -2.96 0.59  0.09
H -2.99 -1.80 0.13  0.08
H -1.72 -1.32 1.27  0.08

---

Here is a molecular structure, C16H20IN2O3PtS from the Open Molecules 2025 dataset. Energies are from ωB97M-V with the def2-TZVPD basis set.

Its charge is +3. Its HOMO energy (spin up / spin down) is -0.580 / -0.580 Eh. The LUMO energy (spin up / spin down) comes out at -0.458 / -0.458 Eh.

Last column: natural (NBO) charge in e.
Cartesian coordinates (Å):
Pt -0.34 0.71 0.60  1.14
I -0.49 0.21 6.83  0.33
C -0.29 -0.22 4.84  -0.31
C -0.02 -1.47 4.28  0.02
N 0.02 -1.30 2.96  -0.32
N -0.26 -0.01 2.62  -0.35
C -0.43 0.65 3.76  0.00
H 0.15 -2.43 4.74  0.28
H 0.18 -2.01 2.25  0.44
H -0.66 1.70 3.78  0.25
C -0.62 11.77 0.09  -0.76
C -0.77 10.43 -0.50  0.69
O -1.57 9.83 -1.08  -0.38
S 1.05 9.44 -0.02  0.47
C 0.82 7.82 -0.13  -0.11
C -0.18 7.17 -0.98  -0.17
C -0.32 5.84 -0.93  -0.13
C 0.51 5.04 -0.03  0.10
C 1.59 5.68 0.71  -0.15
C 1.74 7.00 0.67  -0.15
C 0.26 3.74 0.15  -0.11
C 0.02 2.52 0.33  0.00
H -1.47 12.38 -0.21  0.31
H 0.32 12.23 -0.24  0.29
H -0.59 11.70 1.18  0.30
H -0.78 7.76 -1.66  0.28
H -1.06 5.35 -1.55  0.27
H 2.25 5.07 1.31  0.27
H 2.52 7.49 1.24  0.28
C 2.44 -1.00 -0.10  -0.26
O 1.05 -0.84 -0.52  -0.77
H 3.00 -0.09 -0.26  0.20
H 2.90 -1.82 -0.65  0.23
H 2.43 -1.25 0.96  0.20
H 1.05 -0.76 -1.48  0.51
C -4.22 -1.78 -0.14  -0.65
C -3.36 -0.58 0.16  -0.07
O -1.93 -0.92 0.03  -0.79
H -5.27 -1.49 -0.07  0.26
H -4.04 -2.59 0.57  0.23
H -4.05 -2.15 -1.15  0.22
H -3.48 -0.24 1.18  0.20
H -3.59 0.24 -0.52  0.19
H -1.81 -1.42 -0.78  0.51

---

The records above give, respectively, total energy values of -25290.603, -89259.547, -48187.788 eV.